# 1
An isolated molecule of C20H28N2O4 in a non-equilibrium geometry, computed with ωB97M-V/def2-TZVPD.

Element x y z (Å)
C 6.34342 -3.72411 -5.00258
C 6.75633 -3.29303 -3.60011
C 5.57558 -3.14939 -2.64143
H 5.00792 -4.08207 -2.61754
H 5.95549 -2.96012 -1.63498
C 4.63493 -2.00008 -3.03031
C 3.56574 -1.84410 -2.01735
N 3.45232 -0.88285 -1.16762
C 2.33429 -1.18557 -0.42268
C 1.71933 -0.52302 0.62831
C 0.58027 -1.10392 1.16566
C 0.08300 -2.31866 0.68152
C 0.68109 -2.98699 -0.37025
C 1.80860 -2.40004 -0.91079
O 2.60716 -2.80626 -1.93019
H 0.29552 -3.92082 -0.74586
H -0.79126 -2.73968 1.15378
C -0.08919 -0.49312 2.36026
O -0.12112 -1.07812 3.42692
N -0.60931 0.74785 2.19533
C -0.83338 1.40082 0.92876
H -0.30403 0.86947 0.13811
C -2.33072 1.45057 0.61149
H -2.48979 1.96714 -0.33547
H -2.72075 0.43608 0.51526
C -3.09468 2.15342 1.74035
C -2.79199 1.44081 3.06302
C -1.28509 1.38627 3.30536
H -1.06172 0.80686 4.20261
H -0.88586 2.40063 3.41976
H -3.28439 1.96090 3.88503
H -3.19590 0.42927 3.01036
O -4.49583 2.10703 1.50611
C -5.12777 3.32650 1.21322
C -4.82587 3.84084 -0.20735
O -5.43926 5.07217 -0.49840
C -6.82692 5.00520 -0.72414
H -7.12010 5.98612 -1.09363
H -7.38430 4.78673 0.19258
H -7.06787 4.24541 -1.47688
H -5.12220 3.07260 -0.93710
H -3.75361 4.02990 -0.30917
H -6.19562 3.11658 1.31408
H -4.85072 4.10385 1.94013
H -2.76256 3.19940 1.81051
H -0.43856 2.42273 0.98913
H 2.12358 0.39848 1.01505
H 5.18818 -1.06296 -3.08610
H 4.17556 -2.21168 -3.99710
H 7.29474 -2.34451 -3.65368
H 7.44040 -4.03860 -3.18880
H 7.22431 -3.91069 -5.61232
H 5.75584 -4.63879 -4.96241
H 5.75307 -2.95446 -5.49306

Properties
**Energy**: -1189.38052 a.u.
**Orbital gap**: 9.58 eV
**Molecular weight**: 360.454 Da
**Relative energy (zero: lowest compared OMol25 entry of this formula, charge and spin)**: 259.79 kJ/mol
**E_LUMO**: 0.8 eV
**SMILES string**: CCCCc1nc2cc(C(=O)N3CCC(OCCOC)CC3)ccc2o1

Results of the natural (NBO) charge analysis, in e, for atoms 1 through 6:
1. C -0.61
2. C -0.39
3. C -0.38
4. H 0.20
5. H 0.21
6. C -0.47

# 2
A structure of composition C48H54GeIN4O2P2ReSSe3Si in a non-equilibrium geometry, computed with ωB97M-V/def2-TZVPD.

Element x y z (Å)
Re -0.21527 -0.09571 0.41954
Se 1.40352 6.03726 -1.99985
P 2.06685 5.40421 -0.08896
C 1.45155 6.40901 1.31018
C 1.99363 6.15530 2.56553
C 1.65854 6.96202 3.63434
C 0.78213 8.02302 3.45364
C 0.24741 8.28299 2.20237
C 0.59671 7.48759 1.12463
C 3.86428 5.59053 0.14839
C 4.31154 6.90737 0.05192
C 5.64635 7.20048 0.26241
C 6.53497 6.17781 0.55940
C 6.08912 4.87074 0.65587
C 4.75315 4.56935 0.44933
C 1.64102 3.66886 0.11729
C 0.52490 2.87933 0.42275
N 0.90126 1.61076 0.07948
N 2.12174 1.64010 -0.40271
N 2.56996 2.84239 -0.40357
P -1.03738 3.09011 1.29810
Se -1.87289 1.22598 1.92398
C -2.17758 4.06740 0.29005
C -1.72734 5.28175 -0.20867
C -2.58269 6.07927 -0.94229
C -3.88535 5.65959 -1.17016
C -4.32340 4.43209 -0.69748
C -3.46838 3.62576 0.03335
C -0.59460 3.98604 2.80667
C 0.49472 3.51105 3.53243
C 0.75897 4.01910 4.78809
C -0.07455 4.98693 5.32883
C -1.15428 5.46375 4.60368
C -1.42364 4.96010 3.34329
H 2.69705 5.34237 2.68886
H 2.08458 6.76404 4.60625
H 0.52701 8.65343 4.29045
H -0.43274 9.11114 2.06169
H 0.22700 7.71681 0.13286
H 3.60789 7.69521 -0.18727
H 5.99034 8.22245 0.19527
H 7.57991 6.40236 0.71106
H 6.78076 4.07359 0.88978
H 4.41367 3.54676 0.50121
H -0.70789 5.58526 -0.01605
H -2.22949 7.01976 -1.33730
H -4.56079 6.29357 -1.72375
H -5.33074 4.09861 -0.89679
H -3.79656 2.66407 0.40475
H 1.13014 2.73807 3.11004
H 1.60771 3.65539 5.34968
H 0.11607 5.36615 6.32135
H -1.80332 6.21559 5.02498
H -2.27473 5.31344 2.77935
N -2.26113 -2.63396 -0.92549
C -2.09131 -2.71283 0.38679
O -1.46797 -1.86974 1.04340
C -2.64723 -3.90799 1.10372
I -1.10339 -5.41777 1.04114
H -1.88677 -1.81889 -1.41801
H -2.74313 -3.34391 -1.45237
H -3.53525 -4.31874 0.63480
H -2.82913 -3.68267 2.15104
C 4.17168 -6.57331 1.81019
C 5.17106 -7.35689 1.01313
O 5.97183 -8.11577 1.46366
S 5.07745 -7.19926 -0.78848
C 4.06468 -5.75124 -1.01063
C 4.58449 -4.50448 -0.66958
C 3.77505 -3.39312 -0.70178
C 2.43401 -3.51094 -1.09797
C 1.95279 -4.74995 -1.53480
C 2.76685 -5.86237 -1.49286
C 1.59030 -2.39537 -0.93607
C 0.92731 -1.41316 -0.63693
H 4.53888 -6.46483 2.82916
H 3.24380 -7.14569 1.82959
H 3.95788 -5.60174 1.37727
H 5.61531 -4.43130 -0.35991
H 4.15552 -2.42299 -0.41966
H 0.93283 -4.83382 -1.87828
H 2.40120 -6.82737 -1.80480
C 4.02015 1.39220 4.79497
Ge 4.07712 -0.47194 4.10399
C 5.93115 -1.07932 3.75632
C 3.13763 -1.69266 5.36184
C 3.08568 -0.41825 2.33131
Se 1.18281 -0.75853 2.57828
C 1.27087 -2.69166 2.55884
H 4.40466 1.43024 5.81052
H 2.99791 1.76066 4.80706
H 4.62465 2.05296 4.17782
H 6.49299 -1.10771 4.68543
H 6.43711 -0.40123 3.07513
H 5.93852 -2.07733 3.32779
H 3.44150 -1.47323 6.38095
H 3.38091 -2.73227 5.16150
H 2.05912 -1.56589 5.30122
H 3.43602 -1.13746 1.59188
H 3.17555 0.57490 1.88987
H 2.20348 -2.98631 3.03356
H 1.23473 -3.04492 1.52799
H 0.42990 -3.08442 3.12500
C -4.99513 0.86610 -2.73338
Si -3.26490 1.03600 -3.52329
C -3.02806 -0.16985 -4.97724
C -2.84979 2.83021 -4.00013
C -2.04971 0.54656 -2.19471
C -1.25435 0.26625 -1.31568
H -5.78660 1.15608 -3.41842
H -5.07686 1.49202 -1.84985
H -5.18578 -0.15928 -2.42824
H -3.66687 0.09863 -5.81410
H -3.26300 -1.19274 -4.69707
H -1.99943 -0.14881 -5.32464
H -3.51816 3.20589 -4.77059
H -1.83456 2.88904 -4.38081
H -2.91993 3.49123 -3.14067

Properties
**⟨S²⟩**: 0.77
**Total charge**: +1
**Energy**: -13258.32868 a.u.
**Orbital gap (alpha / beta)**: 4.54 / 4.98 eV
**Molecular weight**: 1463.688 Da
**E_LUMO (alpha / beta)**: -5.2 / -4.7 eV
**Multiplicity**: 2

Results of the Löwdin charge analysis, in e, for atoms 1 through 6:
1. Re 1.04
2. Se 0.31
3. P 0.53
4. C -0.35
5. C -0.09
6. C -0.08